# 1
The following is a DFT calculation (ωB97M-V/def2-TZVPD) of a structure of composition C29H38F6N6O4PtSSbSi.

Structure (XYZ):
```
87
Properties=species:S:1:pos:R:3:forces:R:3:mulliken_spin:R:1
Pt -1.330 -0.559 0.323 0.1 -0.1 0.6 1.495
C -4.072 1.645 1.737 -0.1 0.0 0.0 0.014
C -4.361 0.191 1.567 -0.1 0.1 0.1 0.029
C -5.559 -0.390 1.952 0.1 0.1 0.0 0.000
C -5.726 -1.760 1.784 0.0 0.0 0.0 0.005
C -4.725 -2.533 1.239 0.0 0.1 0.0 0.015
C -3.543 -1.893 0.848 -0.1 -0.1 0.0 -0.015
N -3.405 -0.563 1.024 0.2 0.1 -0.2 0.028
N -2.415 -2.439 0.320 0.2 -0.1 -0.3 0.250
Si -2.383 -3.779 -0.792 0.0 -0.1 0.0 0.011
C -0.590 -4.251 -1.107 -0.2 0.1 0.0 -0.002
C -3.245 -3.267 -2.395 0.1 0.0 0.2 0.000
C -3.234 -5.316 -0.127 0.1 0.2 -0.1 0.010
H -4.807 2.110 2.389 0.0 0.0 0.0 0.000
H -4.096 2.149 0.771 0.0 0.0 -0.1 0.000
H -3.081 1.786 2.165 0.1 0.0 0.0 -0.001
H -6.333 0.217 2.395 0.0 0.0 0.0 0.001
H -6.649 -2.228 2.098 -0.1 0.0 0.0 -0.001
H -4.826 -3.599 1.140 0.0 -0.1 0.0 -0.001
H 0.087 -3.403 -1.144 0.1 0.1 0.0 0.003
H -0.514 -4.777 -2.058 0.0 -0.1 -0.1 0.000
H -0.228 -4.926 -0.333 0.0 -0.1 0.1 0.001
H -3.229 -2.185 -2.516 0.0 0.1 0.0 -0.002
H -4.288 -3.575 -2.381 -0.1 0.0 0.0 -0.001
H -2.786 -3.710 -3.275 0.1 -0.1 -0.1 0.000
H -2.883 -5.572 0.870 0.1 0.0 0.1 0.001
H -3.007 -6.155 -0.783 0.0 -0.1 -0.1 0.001
H -4.317 -5.216 -0.097 -0.1 0.0 0.0 0.000
C 6.348 4.000 0.894 0.0 0.0 0.0 0.000
C 5.309 2.907 1.071 0.1 -0.2 0.1 0.000
S 6.117 1.385 1.556 -0.2 0.0 0.0 0.000
O 6.889 0.906 0.436 0.1 0.0 -0.1 0.000
O 6.745 1.596 2.829 0.0 0.0 0.1 0.000
C 4.759 0.239 1.796 0.2 0.1 0.0 0.000
C 4.370 -0.442 0.491 0.3 -0.1 -0.1 0.001
N 3.016 -0.971 0.593 -0.3 0.0 -0.4 0.002
C 1.909 -0.271 0.270 0.1 0.3 0.2 -0.037
N 0.815 -0.968 0.550 -0.1 -0.3 -0.5 0.060
C 1.216 -2.172 1.039 0.3 0.0 0.2 0.008
C 2.579 -2.185 1.062 -0.4 0.0 -0.1 -0.014
N 3.426 -3.215 1.555 -0.3 0.4 0.8 0.000
O 4.603 -2.952 1.697 0.5 -0.2 -0.2 0.000
O 2.881 -4.234 1.906 -0.1 -0.5 -0.2 0.000
C 1.947 1.116 -0.245 0.1 0.1 0.0 0.012
H 5.866 4.916 0.555 0.0 0.0 0.0 0.000
H 7.092 3.706 0.157 0.1 0.0 -0.1 0.000
H 6.851 4.199 1.836 0.1 0.0 0.1 0.000
H 4.781 2.699 0.142 -0.1 0.0 -0.1 0.000
H 4.593 3.146 1.853 -0.1 0.0 0.1 0.000
H 3.935 0.801 2.233 -0.1 0.0 0.0 0.000
H 5.107 -0.488 2.529 0.0 0.0 0.0 0.000
H 5.064 -1.255 0.273 -0.2 0.2 0.0 0.000
H 4.386 0.249 -0.348 0.0 0.0 0.0 0.000
H 0.529 -2.921 1.384 0.0 -0.1 0.0 0.003
H 2.558 1.190 -1.142 0.0 0.0 -0.1 0.000
H 2.334 1.792 0.520 0.0 -0.1 -0.1 -0.001
H 0.939 1.438 -0.477 0.0 0.0 0.0 -0.012
C -2.766 4.526 -1.226 0.0 0.0 0.0 0.103
C -2.057 4.008 -0.151 0.0 0.0 0.0 -0.040
C -1.551 2.723 -0.210 0.0 0.0 -0.1 0.089
C -1.714 1.964 -1.370 0.0 0.1 0.0 -0.029
C -2.429 2.489 -2.454 0.0 0.0 0.0 0.126
C -2.961 3.759 -2.370 0.0 0.0 0.0 -0.056
N -1.187 0.676 -1.417 -0.1 -0.1 -0.1 0.597
C -0.535 0.271 -2.558 0.0 0.0 0.0 -0.043
C 0.096 1.187 -3.423 0.0 0.0 0.0 0.179
C 0.813 0.730 -4.510 0.0 0.0 0.0 -0.067
C 0.913 -0.632 -4.766 0.0 0.0 0.0 0.149
C 0.292 -1.543 -3.919 0.0 0.0 0.0 -0.098
C -0.417 -1.099 -2.823 0.0 -0.1 0.0 0.020
H -3.177 5.523 -1.171 0.0 0.1 0.0 0.005
H -1.905 4.586 0.747 0.0 0.1 0.1 0.001
H -1.019 2.316 0.635 0.1 -0.1 0.1 0.013
H -2.586 1.879 -3.331 0.0 0.0 -0.1 0.003
H -3.533 4.154 -3.197 0.0 0.0 0.0 0.000
H 0.053 2.243 -3.204 0.0 0.1 0.0 -0.003
H 1.309 1.440 -5.157 0.0 0.0 0.0 0.000
H 1.476 -0.980 -5.619 0.0 0.0 -0.1 0.007
H 0.364 -2.604 -4.114 0.0 0.0 0.0 -0.001
H -0.916 -1.791 -2.163 0.0 0.0 0.0 0.114
F -0.539 0.800 2.394 0.1 0.3 0.1 0.048
Sb 0.299 2.015 3.649 -0.3 -0.1 0.0 0.015
F 1.198 0.529 4.386 0.0 0.1 0.0 0.001
F 1.727 2.192 2.387 0.0 0.1 0.2 0.001
F 1.126 3.230 4.817 0.0 -0.1 -0.1 0.000
F -0.610 3.409 2.727 0.1 -0.1 0.0 0.001
F -1.186 1.783 4.782 0.1 0.0 0.0 0.001
```
Positions in Å, forces in eV/Å.

The calculation puts the HOMO energy (alpha / beta) at -0.3049 / -0.3056 Ha. The energy above the lowest of the compared OMol25 structures with the same formula, charge and spin is 0.0 kJ/mol. For the orbital gap (alpha / beta), the calculation gives 7.5 / 5.5 eV. The energy comes out at -3403.87008 Eh. The spin multiplicity is 4.

=====

# 2
The following is a DFT calculation (ωB97M-V/def2-TZVPD) of a structure of composition C29H38N2O2P3Yb at a distorted geometry.

Structure (XYZ):
```
75
Properties=species:S:1:pos:R:3:forces:R:3:mulliken_spin:R:1
Yb -0.391 -0.862 0.100 1.2 2.0 -0.4 0.978
P 2.892 -1.563 -0.516 1.3 -0.4 -0.2 -0.001
C 2.893 -3.282 0.099 0.1 0.2 0.6 0.000
C 1.583 -3.906 0.561 0.2 -0.2 0.8 0.000
N 0.383 -3.284 0.493 -0.2 0.3 -1.0 0.000
C -0.729 -3.985 0.822 -0.3 -0.3 0.6 -0.001
C -0.674 -5.214 1.492 0.4 0.0 -0.4 0.000
C 0.569 -5.807 1.659 0.3 0.8 0.1 0.000
C 1.693 -5.140 1.179 -0.2 -0.3 -0.2 0.000
C -2.130 -3.405 0.620 0.4 -0.3 0.7 -0.001
P -2.571 -2.431 -0.893 -1.2 -0.3 0.4 -0.001
H 2.679 -5.560 1.302 0.1 -0.2 0.0 0.000
H -1.567 -5.695 1.896 0.2 0.2 -0.4 0.000
H 0.697 -6.721 2.205 -0.1 -0.4 0.1 0.000
H -2.813 -4.273 0.608 0.1 0.5 0.4 0.000
H -2.316 -2.798 1.531 -0.4 -0.2 -0.3 0.000
H 3.478 -3.938 -0.554 -0.6 0.0 -0.4 0.000
H 3.599 -3.193 0.961 -0.6 -0.1 -0.3 0.000
H 1.738 -3.691 -3.695 -0.1 0.5 -0.5 0.000
O 1.699 -4.498 -4.220 0.1 0.0 1.2 0.000
H 1.822 -5.121 -3.485 0.0 -0.5 -0.6 0.000
H 1.869 -1.085 -1.507 -0.3 0.1 1.4 0.000
O 0.558 -0.233 -1.683 -0.4 -1.5 -1.6 -0.002
H 0.402 -0.601 -2.584 -0.2 0.5 0.7 0.001
C -2.962 -3.789 -2.052 0.6 0.3 -0.5 0.000
H -3.789 -4.421 -1.709 0.2 0.3 0.1 0.000
H -3.233 -3.325 -3.008 0.1 -0.3 0.1 0.000
H -2.063 -4.397 -2.198 -0.2 0.0 -0.1 0.000
C -4.285 -1.894 -0.419 0.1 0.4 -0.1 0.000
H -4.532 -1.040 -1.072 -0.1 -0.3 0.3 0.000
H -5.039 -2.687 -0.572 0.5 0.3 0.1 0.000
H -4.321 -1.550 0.631 0.0 -0.1 -0.5 0.000
C 3.276 -0.648 1.004 -0.6 0.4 0.0 0.000
H 4.340 -0.432 0.929 0.1 0.0 0.2 0.000
H 2.687 0.268 1.135 0.1 -0.2 -0.1 0.000
H 3.082 -1.322 1.844 0.1 0.3 0.0 0.000
C 4.404 -1.459 -1.455 0.4 0.0 -0.1 0.000
H 4.467 -0.430 -1.828 0.2 -0.2 -0.1 0.000
H 5.229 -1.648 -0.760 0.1 0.0 -0.3 0.000
H 4.406 -2.180 -2.283 0.1 0.3 0.1 0.000
N 0.607 0.864 0.827 -1.6 -2.3 -0.3 0.025
P -0.044 2.273 0.606 0.6 0.8 0.2 -0.005
C 1.014 3.336 -0.412 -0.2 0.0 -0.4 0.001
C 0.660 4.671 -0.669 0.5 0.2 -0.4 0.000
C 1.464 5.449 -1.522 -0.2 -0.4 0.2 0.000
C 2.596 4.873 -2.129 -0.2 0.1 0.2 0.000
C 2.921 3.530 -1.883 -0.2 0.2 0.0 0.000
C 2.122 2.752 -1.039 -0.1 0.6 -0.1 0.000
C -1.676 2.375 -0.218 -0.3 -0.2 0.1 0.001
C -2.775 3.011 0.387 0.0 0.0 -0.2 0.000
C -4.012 3.052 -0.254 0.0 -0.1 0.0 0.000
C -4.174 2.497 -1.524 0.2 -0.1 -0.1 0.000
C -3.080 1.882 -2.150 -0.1 0.2 0.1 0.000
C -1.842 1.815 -1.499 -0.1 -0.4 -0.1 0.000
C -0.255 3.072 2.196 0.2 0.0 0.3 0.003
C -1.214 2.561 3.086 0.2 0.6 0.2 0.000
C -1.366 3.149 4.341 0.1 0.0 -0.2 0.000
C -0.525 4.202 4.722 0.1 0.0 -0.2 0.001
C 0.498 4.635 3.872 0.0 -0.2 0.0 0.000
C 0.654 4.050 2.614 -0.4 0.1 0.1 0.000
H -0.240 5.107 -0.216 0.4 -0.2 -0.2 0.000
H 1.187 6.497 -1.705 0.2 -0.6 0.0 0.000
H 3.212 5.487 -2.801 -0.3 -0.4 0.4 0.000
H 3.794 3.087 -2.363 -0.2 0.2 0.1 0.000
H 2.311 1.688 -0.880 0.0 0.4 0.0 0.000
H -2.666 3.489 1.358 0.0 -0.1 -0.3 0.000
H -4.858 3.507 0.259 0.2 0.0 -0.2 0.000
H -5.146 2.546 -2.026 0.4 0.0 0.2 0.000
H -3.180 1.487 -3.165 0.0 0.1 0.4 0.000
H -1.006 1.303 -1.994 -0.3 0.5 0.2 0.000
H -1.848 1.726 2.784 0.1 0.2 0.1 0.000
H -2.157 2.796 5.003 0.3 0.1 -0.1 0.000
H -0.663 4.689 5.686 0.0 -0.2 -0.2 0.000
H 1.185 5.428 4.174 -0.3 -0.3 0.0 0.000
H 1.471 4.352 1.958 -0.3 0.1 0.2 0.000
```
Positions in Å, forces in eV/Å.

The calculation puts the HOMO energy (alpha / beta) at -0.4836 / -0.4837 Ha. The energy above the lowest of the compared OMol25 structures with the same formula, charge and spin is 187.3 kJ/mol. For the orbital gap (alpha / beta), the calculation gives 7.0 / 7.0 eV. The energy comes out at -3570.11193 Eh. As for the charge: +2. The spin multiplicity is 2.